Entry from the Open Molecules 2025 dataset: C18H16HfIN5O7 as an isolated structure (the ωB97M-V functional and the def2-TZVPD basis).

Geometry as XYZ:
```
48
Properties=species:S:1:pos:R:3
Hf 0.0421 -0.3437 -0.8820
I 1.6155 0.9819 -2.7332
O 0.5956 -2.2950 -0.5031
O 0.9230 -4.1746 0.6139
O -3.1240 -6.9489 1.5046
O -1.5838 -1.0541 0.0020
O -4.0828 -0.0768 0.6035
O -5.0844 -6.0028 1.1805
O -5.1727 -1.3873 -0.7890
N -3.8358 -5.9549 1.2451
N 0.1386 -3.3044 0.2649
N -0.3073 1.4907 0.4924
N -4.3023 -1.1813 0.0843
N 1.8967 -0.0182 0.5122
C 2.9600 -0.8566 0.5133
C 1.9720 1.1476 1.2274
C -1.5408 2.0205 0.7012
C -1.8224 -4.5799 0.9656
C -1.7172 -0.2656 -2.7224
C 3.1265 1.4767 1.9562
C 0.7342 1.9411 1.2664
C -0.8226 -1.4797 -2.9973
C -1.2509 -3.3614 0.5806
C 4.2125 0.6101 1.9610
C -4.0513 -3.5891 0.6848
C -1.7529 3.1105 1.5419
C -3.4780 -2.3454 0.4757
C 0.5671 3.0079 2.1613
C 4.1204 -0.5797 1.2371
C -2.0820 -2.2121 0.3983
C -0.6799 3.6176 2.2868
C -3.2197 -4.6802 0.9895
H -0.7719 -2.2260 -2.1885
H 3.1273 2.3984 2.5351
H -2.3639 1.5352 0.1793
H 0.1833 -1.1898 -3.3447
H 4.9241 -1.3088 1.2315
H -2.7467 3.5501 1.6066
H -0.8072 4.4678 2.9576
H 2.8469 -1.7726 -0.0673
H -1.2419 -2.0557 -3.8334
H -2.1211 0.0748 -3.6843
H 1.4246 3.3181 2.7592
H 5.1080 0.8563 2.5259
H -1.1868 -5.4340 1.1929
H -5.1299 -3.6950 0.6275
H -1.1847 0.6489 -2.3438
H -2.5875 -0.5026 -2.0966
```

Calculated values
Gap between HOMO and LUMO   6.5 eV
LUMO energy   -8.95 eV
E_HOMO   -15.431 eV
Relative energy (zero: lowest compared OMol25 entry of this formula, charge and spin)   0.0 kcal/mol
Maximum force   4.1 eV/Å
Total charge   +2